Record 1
C36H86N4O9 | the ωB97M-V functional and the def2-TZVPD basis

The value obtained for the energy relative to the best compared isomer or geometry (same formula, charge and spin) is 110.5 kcal/mol. The total energy comes out at -63106.20218 eV. Its structure (SMILES) is CC1(C)CCCC(C)(C)N1O.CC1(C)CCCC(C)(C)N1O.CC1(C)CCCC(C)(C)N1O.CC1(C)CCCC(C)(C)N1O.O.O.O.O.O. The LUMO energy is 0.158 eV.

XYZ file:
```
135
Properties=species:S:1:pos:R:3:mulliken_charge:R:1
C 4.831 -4.033 3.306 -1.989
C 5.719 -4.746 2.307 1.691
C 6.246 -3.737 1.247 -1.684
C 6.999 -5.195 3.117 -1.216
C 7.875 -6.195 2.330 -0.792
C 7.030 -7.305 1.750 -1.400
C 5.795 -6.892 0.949 2.156
C 6.117 -6.335 -0.424 -1.824
C 5.010 -8.173 1.043 -2.001
N 4.989 -5.924 1.734 0.098
O 3.838 -5.469 1.128 -0.432
H 4.120 -3.390 2.787 0.438
H 4.188 -4.624 3.958 0.398
H 5.416 -3.365 3.939 0.415
H 6.363 -2.720 1.619 0.355
H 7.148 -4.004 0.697 0.309
H 5.575 -3.726 0.388 0.397
H 7.610 -4.460 3.641 0.427
H 6.576 -5.831 3.894 0.401
H 8.402 -5.740 1.491 0.340
H 8.694 -6.622 2.909 0.428
H 6.881 -7.964 2.606 0.411
H 7.737 -7.855 1.127 0.325
H 7.140 -5.967 -0.512 0.338
H 5.506 -5.539 -0.851 0.306
H 6.147 -7.054 -1.242 0.424
H 4.884 -8.451 2.089 0.433
H 5.349 -9.005 0.427 0.406
H 4.018 -8.007 0.623 0.481
H 3.132 -6.008 1.492 0.361
C 1.459 -0.545 -6.292 -1.755
C 0.363 -1.569 -5.949 1.559
C -0.516 -0.960 -4.913 -1.711
C -0.417 -1.753 -7.253 -1.264
C 0.204 -2.681 -8.316 -0.702
C 0.801 -3.915 -7.732 -1.309
C 1.660 -3.779 -6.478 1.831
C 1.730 -5.231 -6.029 -1.874
C 3.084 -3.283 -6.778 -1.911
N 0.957 -2.877 -5.466 0.207
O 1.627 -2.763 -4.234 -0.456
H 2.191 -0.907 -7.014 0.420
H 1.127 0.321 -6.864 0.421
H 2.001 -0.254 -5.391 0.326
H -1.038 -1.715 -4.325 0.336
H -0.043 -0.417 -4.094 0.354
H -1.239 -0.228 -5.274 0.379
H -1.380 -2.219 -7.047 0.393
H -0.535 -0.799 -7.768 0.417
H -0.594 -3.114 -8.920 0.364
H 0.906 -2.054 -8.864 0.334
H 1.346 -4.413 -8.535 0.359
H -0.113 -4.467 -7.515 0.429
H 2.328 -5.853 -6.695 0.400
H 0.775 -5.720 -5.835 0.353
H 2.127 -5.134 -5.019 0.547
H 3.808 -4.092 -6.676 0.464
H 3.500 -2.593 -6.043 0.313
H 3.196 -2.876 -7.783 0.353
H 1.588 -3.674 -3.933 0.425
C -8.252 3.633 0.301 -1.733
C -8.232 2.970 1.689 1.577
C -9.296 1.787 1.546 -1.942
C -6.916 2.213 2.009 -1.228
C -5.762 3.182 2.497 -0.820
C -6.277 4.092 3.597 -1.287
C -7.571 4.855 3.338 1.594
C -8.049 5.397 4.627 -1.945
C -7.265 6.087 2.354 -1.530
N -8.497 3.888 2.797 0.159
O -9.772 4.425 2.652 -0.457
H -9.013 4.410 0.229 0.355
H -7.285 4.053 0.025 0.329
H -8.594 2.992 -0.512 0.454
H -8.782 0.939 1.092 0.449
H -9.505 1.387 2.538 0.484
H -10.255 1.970 1.062 0.336
H -7.075 1.352 2.658 0.458
H -6.488 1.815 1.089 0.409
H -4.869 2.624 2.779 0.446
H -5.337 3.814 1.717 0.320
H -5.465 4.761 3.882 0.500
H -6.434 3.416 4.438 0.384
H -8.122 4.619 5.387 0.431
H -9.050 5.827 4.597 0.377
H -7.315 6.108 5.004 0.392
H -6.938 5.801 1.355 0.303
H -6.404 6.688 2.646 0.385
H -8.194 6.658 2.337 0.444
H -9.650 5.100 1.981 0.356
C 2.944 8.664 1.661 -1.605
C 1.740 7.778 1.983 1.634
C 0.802 8.524 2.980 -1.805
C 0.925 7.656 0.715 -1.305
C 1.370 6.715 -0.389 -0.841
C 1.494 5.301 0.230 -0.995
C 2.414 5.246 1.442 1.371
C 2.168 3.988 2.240 -1.967
C 3.895 5.229 0.925 -1.527
N 2.069 6.410 2.400 0.150
O 2.760 6.425 3.615 -0.462
H 3.580 8.053 1.020 0.337
H 2.650 9.614 1.214 0.389
H 3.497 8.855 2.580 0.396
H 1.246 8.965 3.872 0.311
H 0.134 9.293 2.593 0.326
H 0.140 7.702 3.253 0.485
H -0.111 7.352 0.867 0.391
H 0.860 8.651 0.275 0.514
H 0.697 6.805 -1.241 0.379
H 2.362 7.012 -0.730 0.328
H 2.015 4.827 -0.602 0.409
H 0.519 4.935 0.551 0.382
H 2.133 3.140 1.556 0.411
H 1.212 4.011 2.762 0.459
H 2.885 3.811 3.042 0.355
H 4.135 4.322 0.372 0.440
H 4.566 5.479 1.747 0.317
H 4.009 6.117 0.303 0.366
H 3.672 6.514 3.328 0.356
O -1.081 -1.561 0.741 -0.632
H -0.178 -1.420 1.027 0.312
H -1.514 -1.953 1.499 0.320
O -1.625 -6.133 3.213 -0.634
H -2.247 -5.564 3.665 0.317
H -1.089 -6.507 3.912 0.312
O -5.736 -4.627 1.222 -0.634
H -5.996 -5.467 0.844 0.321
H -6.177 -4.600 2.072 0.313
O -3.029 -2.851 5.454 -0.624
H -3.809 -2.323 5.627 0.315
H -2.494 -2.754 6.241 0.316
O -2.663 -5.200 -2.771 -0.650
H -2.375 -4.678 -2.023 0.322
H -2.341 -4.722 -3.535 0.326
```


Record 2
C36H87Cl2O30P5 | the ωB97M-V functional and the def2-TZVPD basis

The total energy comes out at -171662.48867 eV. Its structure (SMILES) is COP(=O)(OC)OC.COP(=O)(OC)OC.COP(=O)(OC)OC.COP(=O)(OC)OC.COP(=O)(OC)OC.CCOC(C)=O.CCOC(C)=O.CCOC(C)=O.CCOC(C)=O.CCOC(C)=O.ClCCl. The LUMO energy is 0.433 eV.

XYZ file:
```
160
Properties=species:S:1:pos:R:3:mulliken_charge:R:1
C -2.399 -0.985 -0.100 -0.574
O -0.993 -1.087 -0.501 -0.232
P 0.053 0.087 -0.041 0.966
O -0.153 1.312 -0.829 -0.666
O -0.286 0.140 1.576 -0.339
C 0.120 -0.941 2.400 -0.705
O 1.503 -0.644 -0.197 -0.273
C 2.278 -0.626 -1.386 -0.648
H -2.922 -1.704 -0.731 0.217
H -2.714 0.037 -0.306 0.306
H -2.490 -1.166 0.971 0.225
H 0.843 -0.599 3.141 0.278
H 0.467 -1.818 1.855 0.328
H -0.715 -1.403 2.928 0.305
H 1.585 -0.373 -2.189 0.310
H 2.616 -1.643 -1.588 0.259
H 3.131 0.051 -1.350 0.243
C 11.788 2.312 -4.867 -0.654
O 12.288 2.954 -6.121 -0.374
P 11.822 4.489 -6.445 1.000
O 11.996 4.794 -7.883 -0.675
O 10.268 4.527 -5.958 -0.239
C 9.271 3.832 -6.642 -0.759
O 12.620 5.336 -5.337 -0.280
C 12.098 6.601 -4.932 -0.651
H 11.262 2.992 -4.197 0.304
H 12.673 2.051 -4.287 0.291
H 11.202 1.405 -5.017 0.273
H 8.964 2.875 -6.220 0.274
H 9.534 3.526 -7.654 0.352
H 8.354 4.420 -6.638 0.278
H 11.226 6.419 -4.304 0.269
H 11.992 7.324 -5.741 0.329
H 12.914 7.090 -4.401 0.260
C -6.775 -4.391 10.536 -0.778
O -7.737 -3.607 9.872 -0.273
P -7.535 -3.106 8.318 1.008
O -7.235 -4.292 7.440 -0.695
O -8.924 -2.326 7.993 -0.291
C -10.154 -2.927 7.932 -0.672
O -6.413 -1.983 8.334 -0.272
C -6.534 -0.993 9.303 -0.570
H -6.497 -4.030 11.526 0.308
H -5.799 -4.427 10.051 0.311
H -7.009 -5.443 10.696 0.304
H -10.521 -2.797 6.914 0.260
H -10.880 -2.483 8.613 0.253
H -10.086 -4.005 8.076 0.330
H -6.138 -1.384 10.240 0.220
H -7.584 -0.699 9.293 0.313
H -5.875 -0.147 9.109 0.243
C -7.264 5.620 5.702 -0.645
O -6.213 5.647 6.697 -0.292
P -5.318 7.015 6.940 0.991
O -3.971 6.816 7.553 -0.642
O -5.262 7.679 5.419 -0.331
C -4.247 7.271 4.600 -0.658
O -6.343 8.079 7.723 -0.283
C -6.250 8.224 9.063 -0.660
H -8.217 5.523 6.223 0.281
H -7.207 4.698 5.124 0.265
H -7.364 6.484 5.046 0.312
H -3.947 6.275 4.926 0.339
H -3.367 7.909 4.679 0.249
H -4.499 7.403 3.548 0.243
H -6.911 8.987 9.474 0.225
H -5.211 8.473 9.279 0.317
H -6.541 7.271 9.505 0.290
C 4.503 -7.898 4.538 -0.682
O 3.338 -8.332 5.292 -0.293
P 2.934 -9.861 5.075 0.987
O 2.928 -10.322 3.667 -0.649
O 1.505 -9.985 5.907 -0.301
C 0.378 -9.076 5.640 -0.673
O 4.015 -10.670 6.003 -0.298
C 3.900 -12.087 6.218 -0.670
H 4.206 -7.215 3.742 0.276
H 5.171 -8.677 4.171 0.319
H 5.112 -7.229 5.146 0.279
H -0.075 -8.704 6.559 0.271
H -0.402 -9.641 5.130 0.295
H 0.519 -8.202 5.004 0.297
H 3.672 -12.266 7.269 0.252
H 4.765 -12.567 5.761 0.271
H 3.068 -12.411 5.593 0.322
C 1.752 -7.126 -6.965 -1.113
C 2.134 -7.770 -5.659 -0.185
O 1.402 -7.284 -4.599 -0.329
C 0.146 -7.658 -4.389 0.653
C -0.376 -7.181 -3.079 -0.887
O -0.580 -8.338 -5.069 -0.546
H 0.693 -7.371 -7.042 0.309
H 2.219 -7.478 -7.885 0.364
H 1.796 -6.040 -6.887 0.290
H 2.050 -8.856 -5.704 0.305
H 3.212 -7.611 -5.660 0.305
H -1.448 -7.031 -3.199 0.291
H 0.243 -6.307 -2.877 0.302
H -0.082 -7.996 -2.417 0.243
C 1.846 2.070 11.395 -0.936
C 2.254 1.067 10.195 -0.295
O 2.601 -0.342 10.574 -0.357
C 1.732 -1.268 11.161 0.699
C 2.277 -2.656 11.463 -0.940
O 0.547 -0.994 11.322 -0.555
H 1.191 1.444 12.000 0.284
H 1.278 2.915 11.007 0.318
H 2.614 2.516 12.026 0.280
H 1.411 1.019 9.505 0.294
H 2.995 1.484 9.514 0.341
H 1.459 -3.377 11.464 0.281
H 2.979 -2.662 12.296 0.276
H 2.936 -2.856 10.618 0.311
C 6.121 10.182 -6.654 -1.062
C 4.886 11.144 -6.461 -0.175
O 3.873 10.400 -5.679 -0.319
C 3.848 10.187 -4.316 0.664
C 2.624 9.405 -3.796 -0.919
O 4.656 10.636 -3.429 -0.575
H 5.872 9.348 -7.311 0.310
H 6.332 9.645 -5.728 0.293
H 6.997 10.536 -7.197 0.364
H 5.184 12.090 -6.011 0.300
H 4.498 11.278 -7.471 0.246
H 2.863 8.345 -3.880 0.258
H 1.864 9.473 -4.574 0.329
H 2.261 9.792 -2.844 0.287
C -6.354 3.796 -7.420 -1.041
C -6.651 2.507 -6.610 -0.284
O -6.009 1.485 -7.407 -0.236
C -6.188 0.256 -7.205 0.697
C -5.673 -0.620 -8.292 -0.915
O -6.716 -0.209 -6.209 -0.605
H -6.380 4.624 -6.712 0.331
H -7.071 3.909 -8.233 0.300
H -5.393 3.677 -7.921 0.296
H -6.330 2.587 -5.571 0.329
H -7.740 2.485 -6.583 0.283
H -4.822 -0.112 -8.745 0.316
H -6.421 -0.656 -9.083 0.255
H -5.316 -1.541 -7.830 0.275
C 1.145 1.549 -9.980 -0.957
C 1.157 1.330 -11.470 -0.267
O 2.357 0.534 -11.704 -0.320
C 2.327 -0.734 -12.186 0.718
C 3.565 -1.650 -12.075 -0.965
O 1.357 -1.308 -12.696 -0.570
H 0.152 1.854 -9.650 0.331
H 1.897 2.298 -9.733 0.264
H 1.362 0.587 -9.517 0.292
H 0.212 0.859 -11.738 0.315
H 1.389 2.230 -12.040 0.274
H 3.317 -2.712 -12.059 0.324
H 4.194 -1.468 -11.203 0.304
H 4.234 -1.523 -12.926 0.258
Cl -12.224 -5.672 -2.746 -0.127
C -10.919 -5.358 -1.653 -0.218
Cl -10.041 -6.901 -1.312 -0.161
H -10.154 -4.668 -2.008 0.260
H -11.324 -4.983 -0.712 0.245
```


Record 3
C36H89N11O11 | the ωB97M-V functional and the def2-TZVPD basis

The value obtained for the energy relative to the best compared isomer or geometry (same formula, charge and spin) is 6.1 kcal/mol. The total energy comes out at -77682.28944 eV. Its structure (SMILES) is COC[C@H](C)N.COC[C@H](C)N.COC[C@H](C)N.CN(C)C=O.CN(C)C=O.CN(C)C=O.CN(C)C=O.CN(C)C=O.CN(C)C=O.CN(C)C=O.CN(C)C=O. The LUMO energy is -0.064 eV.

XYZ file:
```
147
Properties=species:S:1:pos:R:3:mulliken_charge:R:1
C 5.542 -6.589 -6.671 -0.721
O 5.778 -5.456 -5.828 -0.305
C 5.011 -5.459 -4.638 -0.666
C 5.093 -4.309 -3.665 0.439
C 6.520 -3.921 -3.145 -1.484
N 4.336 -4.580 -2.456 -0.593
H 4.595 -6.476 -7.199 0.298
H 5.500 -7.519 -6.103 0.314
H 6.380 -6.555 -7.367 0.226
H 3.958 -5.602 -4.880 0.336
H 5.469 -6.254 -4.049 0.203
H 4.650 -3.420 -4.113 0.305
H 7.107 -4.782 -2.826 0.384
H 6.548 -3.184 -2.343 0.410
H 7.077 -3.431 -3.944 0.332
H 3.960 -3.725 -2.072 0.248
H 4.964 -4.984 -1.775 0.278
C 2.357 6.977 2.228 -0.772
O 2.859 6.967 3.495 -0.330
C 1.943 6.708 4.540 -0.776
C 2.579 7.082 5.884 0.521
C 3.159 8.458 6.102 -1.503
N 3.536 6.093 6.280 -0.677
H 3.102 6.879 1.439 0.307
H 1.717 7.835 2.023 0.297
H 1.890 6.009 2.049 0.244
H 1.115 7.405 4.413 0.345
H 1.392 5.783 4.373 0.511
H 1.764 6.982 6.601 0.194
H 3.811 8.840 5.316 0.340
H 3.813 8.395 6.972 0.426
H 2.447 9.236 6.377 0.372
H 3.443 5.182 5.854 0.243
H 4.437 6.523 6.122 0.259
C -8.429 -2.610 -5.070 -0.764
O -7.737 -2.048 -3.990 -0.300
C -6.730 -2.871 -3.513 -0.673
C -5.929 -2.020 -2.488 0.425
C -5.006 -0.813 -3.108 -1.312
N -5.104 -2.931 -1.658 -0.730
H -8.944 -3.519 -4.758 0.313
H -7.779 -2.901 -5.895 0.318
H -9.217 -1.949 -5.429 0.250
H -6.992 -3.767 -2.951 0.360
H -6.005 -3.203 -4.256 0.322
H -6.632 -1.525 -1.819 0.317
H -4.848 0.015 -2.419 0.310
H -5.494 -0.504 -4.033 0.329
H -3.981 -1.154 -3.254 0.349
H -4.736 -2.303 -0.957 0.235
H -5.690 -3.389 -0.974 0.254
C 5.880 0.090 -6.942 -0.961
N 5.940 0.981 -5.853 0.119
C 4.802 1.917 -5.844 -0.957
C 6.901 0.939 -4.971 0.167
O 7.102 1.739 -4.027 -0.651
H 6.402 -0.858 -6.808 0.348
H 6.168 0.583 -7.870 0.303
H 4.840 -0.233 -6.979 0.318
H 3.849 1.395 -5.933 0.341
H 4.751 2.449 -4.894 0.311
H 4.937 2.688 -6.602 0.329
H 7.621 0.110 -5.051 0.334
C -0.884 -5.531 -3.494 -0.947
N -1.413 -5.608 -4.864 0.152
C -2.663 -6.430 -5.086 -0.849
C -0.705 -5.029 -5.882 0.226
O -1.071 -5.179 -7.056 -0.633
H 0.010 -4.935 -3.309 0.260
H -0.490 -6.462 -3.086 0.316
H -1.668 -5.073 -2.891 0.313
H -2.547 -7.428 -4.665 0.317
H -3.530 -5.904 -4.685 0.251
H -2.891 -6.526 -6.147 0.298
H 0.197 -4.510 -5.523 0.291
C -0.368 -4.580 1.395 -1.067
N -0.755 -5.889 1.656 0.138
C -1.789 -5.986 2.664 -0.949
C 0.118 -6.866 1.417 0.088
O 0.057 -8.005 1.861 -0.595
H 0.542 -4.569 0.795 0.352
H -0.131 -4.162 2.373 0.433
H -1.103 -4.022 0.814 0.266
H -2.341 -5.046 2.678 0.404
H -2.539 -6.745 2.440 0.290
H -1.355 -6.146 3.651 0.314
H 0.943 -6.665 0.717 0.328
C -0.071 2.494 -1.035 -1.210
N -0.117 1.039 -1.174 0.204
C -1.061 0.421 -0.204 -0.960
C 0.838 0.419 -1.965 0.103
O 1.058 -0.772 -2.006 -0.604
H 0.517 3.083 -1.738 0.377
H 0.094 2.860 -0.021 0.401
H -1.021 2.896 -1.385 0.410
H -1.818 1.137 0.116 0.371
H -1.514 -0.386 -0.779 0.310
H -0.650 -0.107 0.656 0.302
H 1.383 1.197 -2.522 0.293
C 1.700 0.383 8.177 -0.983
N 0.637 0.667 7.181 0.100
C -0.583 1.407 7.625 -0.893
C 0.838 0.260 5.926 0.215
O 0.007 0.415 5.065 -0.641
H 2.413 -0.417 7.975 0.336
H 1.296 0.049 9.133 0.311
H 2.238 1.288 8.459 0.332
H -1.336 1.353 6.838 0.293
H -1.039 0.940 8.498 0.320
H -0.342 2.403 7.996 0.308
H 1.787 -0.271 5.751 0.301
C 5.407 0.224 0.406 -0.955
N 5.210 1.529 0.981 0.206
C 4.147 1.658 1.968 -0.944
C 6.107 2.505 0.756 0.174
O 6.185 3.681 1.208 -0.618
H 5.328 -0.626 1.083 0.330
H 6.362 0.105 -0.106 0.322
H 4.599 -0.062 -0.267 0.283
H 3.242 1.152 1.630 0.277
H 4.615 1.055 2.746 0.389
H 3.926 2.694 2.226 0.277
H 6.831 2.259 -0.036 0.256
C -7.802 1.740 3.255 -0.974
N -7.475 0.378 3.008 0.092
C -8.632 -0.477 3.266 -1.007
C -6.268 -0.062 2.621 0.229
O -6.060 -1.247 2.389 -0.658
H -7.028 2.475 3.476 0.343
H -8.353 1.737 4.196 0.311
H -8.450 2.109 2.459 0.327
H -9.358 -0.299 2.473 0.385
H -8.454 -1.540 3.105 0.310
H -9.184 -0.365 4.199 0.317
H -5.476 0.701 2.553 0.325
C -3.586 7.681 3.629 -0.951
N -4.017 6.826 2.494 0.067
C -2.960 6.528 1.469 -0.897
C -5.287 6.582 2.202 0.078
O -5.754 6.127 1.166 -0.600
H -2.852 7.151 4.235 0.307
H -4.380 7.756 4.372 0.368
H -3.290 8.646 3.219 0.353
H -3.292 6.607 0.434 0.328
H -2.178 7.266 1.644 0.315
H -2.537 5.538 1.642 0.283
H -5.959 7.091 2.910 0.348
```